[1]
{"formula": "C5H8S", "method": "ωB97M-V/def2-TZVPD", "homo_ha": [-0.314, -0.257], "e_tot_ev": -16145.07188, "orbital_gap_ev": [8.21, 6.68], "total_charge": 0, "relative_energy_kcal_mol": 105.3, "symbols": ["C", "C", "C", "C", "C", "S", "H", "H", "H", "H", "H", "H", "H", "H"], "positions_angstrom": [[-1.0147, -1.7095, -0.1254], [-0.8010, -0.3796, 0.0052], [0.4870, 0.2624, -0.1385], [-1.9488, 0.5502, 0.0990], [1.7522, -0.4979, 0.1400], [0.5410, 1.9284, -0.4130], [-0.2283, -2.5096, 0.1982], [-3.0552, 0.1679, 0.0881], [-1.9712, 1.2239, -0.7276], [-1.9203, 1.3389, 0.8422], [1.8332, -1.3421, -0.6015], [1.7909, -1.0250, 1.1254], [2.6948, -0.0752, -0.1246], [1.8403, 2.0672, -0.3675]], "forces_ev_per_angstrom": [[1.642, -1.753, 0.724], [0.767, 0.848, 0.004], [-0.184, -1.896, 1.302], [-3.322, 0.585, -0.253], [-0.312, -2.543, -1.108], [-0.855, 1.068, -0.279], [-1.344, 1.452, -0.683], [2.359, -0.038, 0.239], [0.119, 0.286, -1.437], [0.416, -0.424, 1.040], [-0.538, 0.332, 0.630], [-0.149, 0.768, -0.561], [0.502, 1.288, 0.430], [0.899, 0.028, -0.049]]}


[2]
{"formula": "C5H8S", "method": "ωB97M-V/def2-TZVPD", "homo_ha": -0.312, "e_tot_ev": -16148.67268, "smiles": "C[C@H]1C=CCS1", "orbital_gap_ev": 9.53, "total_charge": 0, "relative_energy_kcal_mol": 22.2, "symbols": ["C", "C", "C", "C", "C", "S", "H", "H", "H", "H", "H", "H", "H", "H"], "positions_angstrom": [[1.1354, -0.7887, 0.8736], [-0.1081, -0.4194, 1.0589], [1.9374, -0.3618, -0.3358], [-0.5296, 0.7457, 0.0061], [-1.9411, 0.4842, -0.6765], [0.8933, 0.7968, -1.2635], [1.5224, -1.6139, 1.3942], [-0.6297, -0.8442, 1.8950], [2.8733, 0.0651, -0.0160], [2.2898, -1.1552, -0.9042], [-0.6144, 1.7394, 0.3836], [-1.8616, -0.2458, -1.4217], [-2.3099, 1.4192, -1.0204], [-2.6572, 0.1787, 0.0269]], "forces_ev_per_angstrom": [[0.422, -0.715, -1.666], [0.353, 2.797, -1.914], [-0.736, 1.508, 1.661], [-0.850, -2.427, -0.280], [2.310, 0.926, 1.092], [-0.934, -0.223, 0.971], [0.703, -0.850, 1.045], [-0.852, 0.341, 0.019], [0.298, 0.845, 0.288], [-0.037, -1.842, -1.289], [0.333, 0.495, 0.936], [0.041, -0.931, -1.277], [-0.225, 0.733, -0.887], [-0.827, -0.656, 1.303]]}